# 1
Computed, not measured: the ion C2H6NOS with charge +1 at a distorted geometry, with the ωB97M-V functional and the def2-TZVPD basis.

ORCA input file:
```
! RIJCOSX wB97M-V def2-TZVPD def2/J DEFGRID3
* xyz 1 1
H 0.569 -1.436 -0.431
S 2.803 0.124 -0.050
N 0.068 0.445 0.096
H -1.518 -0.394 -1.059
C -1.374 0.294 -0.204
O 0.452 1.674 0.304
H -1.735 -0.257 0.669
H -1.885 1.306 -0.300
H 3.140 -0.869 -0.970
H 1.438 1.692 0.321
C 0.847 -0.498 -0.051
*
```

Summary:
HOMO = -15.15 eV
Orbital gap = 10.169 eV

Results of the natural (NBO) charge analysis, in e, for atoms 1 through 8: H 0.251; S -0.031; N 0.036; H 0.253; C -0.449; O -0.436; H 0.251; H 0.287

***

# 2
Computed, not measured: a cluster of 2 separate species, C2H5O3S in total at a distorted geometry, with the ωB97M-V functional and the def2-TZVPD basis.

ORCA input file:
```
! RIJCOSX wB97M-V def2-TZVPD def2/J DEFGRID3
* xyz -1 1
C -0.852 0.536 -0.875
S 0.010 -0.587 -2.212
H -0.134 -1.998 -0.631
O 1.138 0.214 -2.783
O 0.670 -1.762 -1.193
O -1.730 1.250 -1.223
H -0.308 1.886 0.364
H -1.829 -1.085 -0.066
H 1.083 1.006 -0.404
C 0.120 0.940 0.190
H 0.293 0.148 0.951
*
```

Summary:
HOMO = -3.10 eV
Orbital gap = 6.996 eV

Results of the natural (NBO) charge analysis, in e, for atoms 1 through 8: C 0.419; S 1.316; H 0.508; O -0.983; O -0.950; O -0.654; H 0.227; H -0.590

***

Which of these has the lowest HOMO? C2H6NOS

***

Among the records above, which one has the highest orbital gap? C2H6NOS

***

What is the HOMO in the second record? -3.10 eV